Entry 1:
{"formula": "C28H45ErF9OP2", "method": "ωB97M-V/def2-TZVPD", "s2": 3.7534, "lumo_ev": [-2.77, -2.67], "spin_multiplicity": 4, "total_charge": 1, "orbital_gap_ha": [0.2922, 0.2950], "symbols": ["Er", "P", "P", "F", "F", "F", "F", "F", "F", "F", "F", "F", "O", "C", "C", "C", "C", "C", "C", "C", "C", "C", "C", "C", "C", "C", "C", "C", "C", "C", "C", "C", "C", "C", "C", "C", "C", "C", "C", "C", "C", "H", "H", "H", "H", "H", "H", "H", "H", "H", "H", "H", "H", "H", "H", "H", "H", "H", "H", "H", "H", "H", "H", "H", "H", "H", "H", "H", "H", "H", "H", "H", "H", "H", "H", "H", "H", "H", "H", "H", "H", "H", "H", "H", "H", "H"], "xyz": [[-0.21216, 0.04970, 0.80693], [0.94396, -2.47735, 0.05525], [1.78905, 2.14457, 0.71991], [-1.20767, 0.72597, 5.61472], [1.89701, -1.78998, 5.60940], [2.32364, -1.66557, 3.46830], [0.74002, 1.99663, 4.63134], [0.52600, -2.71937, 4.16455], [1.53056, 0.62981, 6.16010], [2.56437, 0.85832, 4.21966], [-1.72908, -1.21131, 4.78172], [-0.29080, -1.09867, 6.40409], [0.16853, -0.15187, 2.86881], [1.53617, -3.64323, 1.32316], [-0.20450, -3.55858, -0.86802], [-2.33413, 0.79412, -0.88756], [-0.09514, 1.49736, -4.35030], [-1.08396, -0.90272, -4.19609], [-2.56578, -0.51642, -0.37838], [-2.13655, 1.68103, 0.21526], [-2.41462, 0.94747, 1.41292], [2.16052, -0.30498, -3.88072], [-3.03872, -1.66910, -1.18248], [-0.68696, -0.48406, 5.25772], [0.46818, -0.35149, 4.22408], [-2.62154, -0.42719, 1.04822], [2.37107, -2.39053, -1.08396], [-2.89163, -1.53988, 1.98612], [1.31588, -1.38746, -4.61241], [-2.57123, 1.52431, 2.76716], [1.33255, 0.78072, 4.81930], [1.49156, 0.43480, -2.75016], [-0.03248, -1.68704, -4.01361], [1.64466, 3.36039, 2.06809], [1.31823, -1.62750, 4.39224], [2.06805, 3.27643, -0.68299], [-1.00759, 0.39204, -4.96533], [-1.95256, 3.15353, 0.11568], [-2.71508, 1.24422, -2.23819], [3.46537, 1.48306, 1.02830], [0.45762, 1.25844, -2.97244], [-1.04807, -3.83806, -0.22470], [2.04116, -2.14332, -2.10266], [-2.80696, -2.51396, 1.48696], [-2.02570, 0.80126, -5.08338], [-4.12438, -1.60544, -1.36115], [1.88346, -4.57033, 0.84525], [-2.47142, 2.61425, 2.73235], [0.66630, 3.85371, 2.03133], [-2.10573, -1.24896, -3.97773], [2.92426, -3.33804, -1.09962], [-2.54455, -1.68570, -2.15846], [-3.90047, -1.45757, 2.42081], [3.44683, 0.79510, 1.88472], [-3.73219, 1.67357, -2.25367], [-0.64394, 0.19442, -5.99175], [-3.55494, 1.27488, 3.18915], [0.73546, -3.87934, 2.03381], [1.19640, -1.06526, -5.66316], [3.05754, -1.59672, -0.76053], [-1.52295, 3.42026, -0.85895], [1.73876, 2.86229, 3.03550], [1.90040, -2.32401, -4.64695], [-2.84176, -2.62188, -0.68838], [2.43112, 4.12084, 1.96456], [-0.12169, -2.68468, -3.56143], [2.35935, 2.70035, -1.56808], [-2.91244, 3.68728, 0.20940], [3.08372, -0.78250, -3.50900], [-2.70633, 0.41103, -2.94204], [0.05887, 1.90366, -2.18701], [-2.03743, 2.01007, -2.62126], [-0.60280, -3.02171, -1.73841], [3.82009, 0.93089, 0.14917], [-1.82221, 1.14062, 3.46595], [4.17135, 2.29513, 1.24923], [-1.27959, 3.53211, 0.89646], [-2.18359, -1.53295, 2.81756], [2.47744, 0.42651, -4.64937], [0.73476, 1.66557, -5.06190], [-0.67882, 2.43639, -4.33300], [1.99498, 0.37701, -1.78128], [1.13551, 3.80196, -0.92253], [0.29577, -4.47405, -1.21301], [2.84170, 4.01781, -0.44781], [2.35191, -3.19105, 1.89464]]}

***

Entry 2:
{"formula": "C21H16CaN2O8S", "method": "ωB97M-V/def2-TZVPD", "lumo_ev": 4.25, "total_charge": -2, "orbital_gap_ha": 0.2040, "symbols": ["Ca", "S", "O", "O", "O", "O", "O", "O", "O", "O", "N", "N", "C", "C", "C", "C", "C", "C", "C", "C", "C", "C", "C", "C", "C", "C", "C", "C", "C", "C", "C", "C", "C", "H", "H", "H", "H", "H", "H", "H", "H", "H", "H", "H", "H", "H", "H", "H", "H"], "xyz": [[1.69790, -0.23810, 0.61407], [-1.34012, 2.30050, -2.12292], [1.92157, 0.96552, -1.57199], [5.82248, 0.59770, -4.22253], [1.91609, 0.92899, 2.51033], [-3.38995, -2.54616, 1.15947], [0.60679, -2.00216, -0.19532], [2.78589, 1.06824, -4.41659], [3.68142, -0.85436, -0.18282], [6.24554, -0.81005, -1.61095], [-1.13674, -1.46524, 1.25972], [-0.41961, -0.47384, 1.74648], [-0.88993, -4.41650, -0.73511], [-0.53012, -2.21996, 0.32418], [-1.03151, 1.95942, 4.40462], [3.49075, 0.79847, -3.45927], [-0.08201, 2.95633, -3.23731], [-1.72264, -5.46458, -1.28181], [-1.45355, -3.34567, -0.12518], [-0.55567, 3.19077, 4.87197], [3.99641, -0.24270, -1.25981], [-2.83219, -3.30894, 0.18802], [4.99697, 0.44100, -3.36106], [1.52290, 2.83211, 3.75663], [3.02822, 0.57716, -2.02305], [-0.87019, 0.09213, 2.84510], [-3.08645, -5.32698, -1.23749], [5.21678, -0.27808, -2.01557], [-3.61597, -4.31622, -0.48113], [0.76807, 3.62256, 4.64615], [1.08863, 1.58438, 3.24983], [-2.89968, 3.12317, -2.51198], [-0.28694, 1.18629, 3.51107], [-3.55272, 2.55882, -3.20363], [-2.63309, 4.11172, -2.91742], [-2.08199, 1.64590, 4.68146], [0.16829, -4.42215, -0.92312], [-1.27786, 3.79149, 5.43173], [1.19793, 4.54476, 5.13912], [2.55639, 3.15923, 3.52446], [-3.35561, 3.21467, -1.53896], [-3.70154, -5.99747, -1.74137], [-4.65775, -4.20497, -0.28722], [0.72078, 2.29680, -2.94586], [0.09641, 4.00210, -2.96445], [-0.52408, 2.86713, -4.26304], [-1.81805, -0.22353, 3.27558], [-2.53105, -1.95455, 1.48915], [-1.24922, -6.30515, -1.79217]]}

***

Entry 3:
{"formula": "C23H36N6P2S5SbTc", "method": "ωB97M-V/def2-TZVPD", "lumo_ev": -13.17, "total_charge": 4, "orbital_gap_ha": 0.1835, "symbols": ["Sb", "Tc", "S", "S", "S", "S", "S", "P", "P", "N", "N", "N", "N", "N", "N", "C", "C", "C", "C", "C", "C", "C", "C", "C", "C", "C", "C", "C", "C", "C", "C", "C", "C", "C", "C", "C", "C", "C", "H", "H", "H", "H", "H", "H", "H", "H", "H", "H", "H", "H", "H", "H", "H", "H", "H", "H", "H", "H", "H", "H", "H", "H", "H", "H", "H", "H", "H", "H", "H", "H", "H", "H", "H", "H"], "xyz": [[-1.77452, 4.25594, 5.73988], [-0.37876, 0.07708, 1.08241], [-0.20201, 1.34856, 4.03166], [0.68617, 1.76315, 2.24125], [-2.76070, 5.13702, 4.07565], [1.63658, -0.90649, 0.66257], [-1.38115, -0.01684, 3.06908], [-2.77825, -0.41701, 0.27838], [-0.74868, -2.42896, 1.27747], [1.40918, 2.79421, -1.98551], [3.18420, -0.22380, 2.73884], [-0.58552, 1.94178, -2.99165], [-0.69916, 3.78592, -1.46767], [-0.18162, 1.52249, -0.59145], [4.25502, -0.23732, 0.71373], [-3.82157, 1.05683, 0.51701], [-4.73174, -1.87038, 1.70466], [0.27142, -3.24844, 2.52636], [-4.20179, -3.88624, 2.91476], [-3.31974, -1.07234, -1.33662], [1.30308, 1.87427, -0.91459], [-1.26899, 3.19885, -2.68394], [-0.85822, 2.90458, -0.36489], [-0.75972, 1.02156, -1.91260], [0.72658, 4.05142, -1.68067], [0.83697, 2.20909, -3.20305], [-2.45257, -2.65684, 1.81888], [3.15927, -0.37585, 1.41793], [6.29118, 0.05203, -2.32107], [3.82455, -1.05094, -1.61663], [4.59879, -0.38340, -0.67510], [4.29917, -1.15264, -2.91743], [-5.13276, -2.95604, 2.47251], [-0.46847, -3.36946, -0.24555], [5.83337, 0.16157, -1.01995], [5.52374, -0.60458, -3.27401], [-2.86047, -3.74648, 2.58401], [-3.38761, -1.70963, 1.38917], [-2.15588, -4.49254, 2.92588], [3.71480, -1.68886, -3.65298], [-2.33614, 3.01790, -2.54225], [-1.82186, 0.87115, -1.74960], [1.74356, 2.28429, -0.00303], [7.25130, 0.47269, -2.58576], [-0.82300, -4.38943, -0.07873], [0.06823, -2.84503, 3.51775], [-4.52074, -4.72806, 3.51463], [1.15755, 4.50141, -0.78492], [4.05118, -0.06677, 3.23632], [1.79267, 0.94024, -1.18860], [-1.91267, 2.70086, -0.18224], [6.44005, 0.67219, -0.28037], [1.32815, -3.15888, 2.28568], [0.59718, -3.40753, -0.47260], [0.95613, 2.90633, -4.03026], [5.07539, 0.02771, 1.25431], [-0.27139, 0.07073, -2.14329], [1.35958, 1.28282, -3.44803], [0.84934, 4.74224, -2.51244], [-1.00162, -2.94604, -1.09282], [2.89173, -1.53585, -1.37128], [-0.40463, 3.33599, 0.52491], [-3.22352, -0.37760, -2.16674], [-4.84203, 0.73511, 0.72591], [-2.81207, -2.00316, -1.57925], [-3.84943, 1.64605, -0.39961], [-6.17842, -3.07848, 2.72185], [-3.47051, 1.67155, 1.34349], [0.02102, -4.31103, 2.51942], [2.36464, -0.40811, 3.29078], [5.88547, -0.70230, -4.28823], [-4.38073, -1.30182, -1.20669], [-1.14584, 3.89153, -3.51419], [-5.48279, -1.17196, 1.35912]]}

***

Entry 4:
{"formula": "H2O3SSi", "method": "ωB97M-V/def2-TZVPD", "lumo_ev": -2.33, "orbital_gap_ha": 0.2791, "symbols": ["S", "Si", "O", "O", "O", "H", "H"], "xyz": [[-0.84062, 1.27231, -0.38645], [0.39082, -1.08153, 0.45270], [0.53523, 0.98978, 0.02855], [-0.98547, -1.17153, 1.11282], [-1.02683, 2.41671, -1.22252], [1.70747, -1.10465, 0.91353], [0.21940, -1.32110, -0.89865]]}